41
Properties=species:S:1:pos:R:3:forces:R:3 method="wB97M-V/def2-TZVPD" lumo_ev=1.9 e_homo_ev=-3.96 total_charge=-1
N 3.1512 0.3935 -1.6375 0.0883 0.1377 0.1411
C 2.1831 -0.4638 -2.3660 0.2624 0.1062 0.3309
C 1.7140 -1.5764 -1.4335 0.1617 -0.6063 -0.2212
C 0.3063 -2.1241 -1.7038 0.0024 0.1432 0.3212
C -0.6891 -1.0055 -1.9874 -0.1080 -0.5710 0.1424
C -2.1015 -1.1991 -1.3719 0.1697 0.6860 0.1228
O -3.0184 -0.9489 -2.4091 -0.0453 0.1044 0.0300
B -2.2588 -0.2383 -3.4340 0.0224 -0.6508 -0.2417
S -2.1031 1.7461 -2.9890 0.1298 0.3927 -0.0112
O -0.9111 -0.8274 -3.3586 0.0404 0.4316 0.0183
H 3.3643 1.2041 -2.2096 0.0326 -0.0097 -0.0043
H 2.6765 0.7616 -0.8153 -0.0192 -0.0388 -0.0006
H 1.3379 0.1230 -2.7280 0.0268 -0.1036 -0.1519
H 2.7219 -0.8894 -3.2157 -0.1999 0.0304 -0.1184
H 2.4415 -2.3939 -1.4996 -0.0020 0.0259 0.1878
H 1.7352 -1.2383 -0.3957 0.0916 0.2333 -0.1089
H 0.2862 -2.8857 -2.4875 -0.0571 0.2062 -0.1516
H -0.0262 -2.6193 -0.7838 0.1021 -0.1282 -0.0461
H -0.2840 -0.0880 -1.5277 -0.0486 0.0518 -0.1544
H -2.1689 -0.4230 -0.6002 -0.3708 -0.2349 0.1600
H -2.2627 -2.1742 -0.8953 -0.0364 -0.0882 -0.2550
H -2.7178 -0.2930 -4.5544 -0.0444 0.0006 0.0592
H -2.8799 1.8599 -1.9049 -0.0714 -0.1531 0.0400
O -1.6018 0.4093 1.6414 0.4700 -0.0058 0.1169
H -1.5614 1.3273 1.9443 -0.1840 0.0410 -0.0693
H -1.7781 -0.0862 2.4501 -0.3071 0.0026 -0.0583
O -1.4303 3.1573 2.8467 0.1797 0.1228 0.1092
H -1.2012 3.7856 2.1511 -0.0724 -0.1280 -0.1005
H -0.8080 3.3583 3.5548 -0.0206 0.0896 -0.0009
O 5.4445 -0.6254 0.2121 0.0905 0.1520 -0.0009
H 6.2578 -0.6543 -0.2983 -0.0049 -0.0200 -0.0130
H 4.7968 -0.2186 -0.3925 -0.2417 -0.1834 -0.1215
O -0.6155 0.8797 5.0059 0.1052 0.2816 -0.1214
H 0.2399 0.5784 4.6859 0.0071 -0.0834 0.0723
H -0.9833 1.3854 4.2664 -0.1262 -0.2483 0.0665
O -3.1848 0.4493 4.0907 -0.0363 -0.0330 0.1430
H -4.1453 0.4558 4.1120 -0.0259 0.0012 -0.0682
H -2.8953 0.2887 4.9953 0.0514 -0.0329 -0.0225
O 1.2904 0.2464 1.4308 -0.0330 0.0504 -0.2174
H 0.3364 0.1936 1.2324 0.0380 0.0450 0.1597
H 1.3428 0.3695 2.3798 -0.0168 -0.0169 0.0378

=====

15
Properties=species:S:1:pos:R:3:forces:R:3 method="wB97M-V/def2-TZVPD" lumo_ev=1.0 e_homo_ev=-9.74 total_charge=0
C 1.7364 -0.1189 0.4809 -0.0073 0.1182 0.0088
C 0.7893 -0.2677 -0.6921 0.3356 0.0690 -0.1104
O 0.0803 -1.5380 -0.4588 -0.0815 -0.1512 0.0309
C -0.9752 -0.8094 0.0267 -0.3643 0.0518 0.3978
N -1.7081 -0.9818 1.0333 0.1532 -0.1654 -0.3689
C -0.6290 0.4411 -0.7161 0.0533 -0.1673 -0.1065
N -0.9912 1.6842 -0.1005 -0.0118 -0.0504 0.0003
H 1.1849 -0.1095 1.4276 0.0605 0.0982 -0.1560
H 2.3736 0.7652 0.4268 -0.1491 0.0200 -0.0756
H 2.3768 -1.0101 0.4820 -0.0648 0.2359 0.0176
H 1.3180 -0.2843 -1.6500 -0.1303 -0.0399 0.1149
H -1.4687 -1.8537 1.5049 -0.1996 -0.0755 -0.0883
H -0.9539 0.3882 -1.7613 0.0037 -0.0548 0.1804
H -1.5801 2.2268 -0.7240 0.2221 -0.0212 0.1468
H -1.5531 1.4680 0.7207 0.1803 0.1327 0.0081

=====

56
Properties=species:S:1:pos:R:3:forces:R:3 method="wB97M-V/def2-TZVPD" lumo_ev=-0.1 smiles="COc1ccc(-n2c(=O)[nH]c3cc(C(=O)NCCc4ccc(Cl)cc4)ccc3c2=O)cc1OC" e_homo_ev=-7.99 total_charge=0
C 8.6605 0.6170 -0.2546 0.4455 -0.1744 -0.0570
O 7.5621 1.4832 -0.0741 -0.2948 0.0726 0.1136
C 6.2897 1.0118 0.0176 -0.1790 0.0428 -0.0137
C 5.3149 2.0065 0.0005 0.1537 -0.2146 -0.0178
C 3.9679 1.7185 0.0757 -0.0433 -0.2580 -0.0514
C 3.5769 0.3978 0.1942 0.4712 0.1430 -0.0191
N 2.1878 0.0497 0.2538 0.4048 0.0531 -0.1003
C 1.4379 0.6432 1.2558 -0.4752 0.0180 0.4123
O 1.8984 1.3847 2.0889 0.0932 0.1436 0.0824
N 0.1005 0.3185 1.2610 -0.1567 0.2204 0.2354
C -0.5067 -0.5496 0.3885 0.1914 -0.4354 -0.5005
C -1.8642 -0.8478 0.4832 -0.0098 -0.1042 -0.0515
C -2.4394 -1.7287 -0.4189 0.3762 0.2166 -0.1278
C -3.9043 -2.0310 -0.3879 0.1081 -0.1371 0.1811
O -4.5602 -2.1416 -1.4029 -0.0393 -0.0108 -0.2860
N -4.4243 -2.2049 0.8513 -0.0271 -0.1033 0.3748
C -5.8506 -2.2680 1.0683 -0.2207 0.0191 0.0391
C -6.3786 -0.9546 1.6752 0.0985 -0.1303 -0.1970
C -5.7802 0.2147 0.9430 -0.1074 0.0777 0.1424
C -6.1056 0.4565 -0.3866 0.0452 0.0867 0.1414
C -5.4787 1.4603 -1.0996 0.0527 0.0816 -0.0233
C -4.5162 2.2389 -0.4766 -0.0699 -0.1337 0.1253
Cl -3.7053 3.4798 -1.3666 0.0761 0.1403 -0.1011
C -4.1938 2.0327 0.8540 0.0401 0.0772 -0.0981
C -4.8258 1.0186 1.5525 -0.1183 0.0127 -0.0614
C -1.6657 -2.3021 -1.4304 -0.1138 -0.0374 -0.0052
C -0.3215 -2.0195 -1.5176 0.0124 0.1149 0.1674
C 0.2729 -1.1462 -0.6069 -0.4358 0.0036 0.1080
C 1.7055 -0.8409 -0.7053 -0.1086 -0.1296 -0.2383
O 2.4336 -1.3166 -1.5475 -0.1436 -0.0145 0.0145
C 4.5254 -0.6120 0.2359 -0.0075 0.0971 0.0794
C 5.8812 -0.3318 0.1357 0.0261 0.0614 0.0145
O 6.8384 -1.3124 0.1566 -0.0043 0.3911 0.0267
C 6.4254 -2.6568 0.1131 -0.0392 -0.1890 -0.0006
H 9.5212 1.2752 -0.3738 -0.0438 -0.0625 -0.0044
H 8.5464 0.0033 -1.1507 0.0203 0.0348 0.0609
H 8.8140 -0.0311 0.6101 0.0078 0.0666 -0.0977
H 5.6543 3.0258 -0.0879 0.0571 0.1157 -0.0161
H 3.2368 2.5094 0.0485 -0.0746 0.0773 0.0163
H -0.4475 0.7627 1.9854 0.2246 -0.0360 -0.0918
H -2.4609 -0.3542 1.2368 -0.0868 0.0428 0.0582
H -3.8351 -2.0717 1.6574 0.0895 -0.0342 -0.1483
H -6.0901 -3.1117 1.7216 -0.0348 0.0338 -0.1242
H -6.2947 -2.4375 0.0856 -0.0052 -0.0548 0.1594
H -7.4665 -0.9452 1.5963 -0.0414 -0.0161 0.0983
H -6.1114 -0.9042 2.7327 -0.0590 0.0257 0.0209
H -6.8456 -0.1563 -0.8774 -0.0703 -0.1036 -0.0883
H -5.7261 1.6320 -2.1348 0.0041 0.0388 -0.1045
H -3.4539 2.6552 1.3330 0.0695 0.0827 0.0192
H -4.5730 0.8561 2.5919 0.0126 -0.0287 0.0989
H -2.1453 -2.9621 -2.1356 -0.0395 -0.0455 -0.0819
H 0.3012 -2.4536 -2.2845 0.0482 -0.0443 -0.0574
H 4.1887 -1.6300 0.3358 0.0201 -0.0903 -0.0252
H 5.7779 -2.8508 -0.7471 0.0045 0.0047 0.0316
H 5.9106 -2.9511 1.0336 -0.0044 0.0094 -0.0457
H 7.3420 -3.2374 0.0161 -0.0995 -0.0176 0.0137

=====

86
Properties=species:S:1:pos:R:3:forces:R:3 method="wB97M-V/def2-TZVPD" lumo_ev=2.8 e_homo_ev=-1.07 total_charge=-2
Ca -0.4316 -0.7270 -0.1277 0.4543 0.2833 0.0100
B 0.6050 -3.0972 2.6835 0.1002 -0.0198 0.0416
N 1.5238 -1.8338 2.6938 -0.0759 -0.0418 -0.1655
C 2.5854 -1.6304 3.4828 0.1107 -0.0426 0.0286
C 3.1430 -0.4019 3.1699 -0.0081 -0.0903 0.0767
C 2.3187 0.0749 2.1482 -0.0113 0.1655 -0.1098
N 1.3486 -0.7860 1.8650 -0.0561 -0.0202 0.1317
N 0.7254 -3.7910 1.2880 0.1032 0.2126 -0.0043
C 1.0681 -5.0553 1.0078 0.0430 -0.0694 0.0381
C 0.9494 -5.2512 -0.3584 -0.0007 -0.0278 0.0142
C 0.5063 -4.0123 -0.8338 -0.1182 0.0126 -0.0539
N 0.3876 -3.1432 0.1626 -0.1321 -0.0289 -0.0192
H 1.0639 -3.8702 3.5035 -0.0349 0.0039 0.0066
H -0.5358 -2.7870 2.8934 -0.0278 0.0106 -0.0290
H 2.8615 -2.3811 4.2042 0.0306 0.0208 0.0297
H 3.9903 0.0798 3.6266 0.0223 0.0044 0.0046
H 2.3773 1.0081 1.6106 -0.0121 0.0091 0.0184
H 1.3432 -5.7253 1.8044 0.0253 -0.0364 0.0076
H 1.1141 -6.1578 -0.9141 0.0063 -0.0311 -0.0100
H 0.2308 -3.7119 -1.8329 0.0045 -0.0097 -0.0354
Se 6.8349 2.2177 -3.9530 -0.2029 -0.0993 0.1260
N 6.4875 0.6426 -3.1671 -0.0057 -0.0362 0.0366
C 5.3105 0.7338 -2.6145 -0.0094 0.0617 -0.0240
C 4.6608 -0.3523 -1.8843 0.1368 0.0793 -0.0867
C 5.2791 -1.5846 -1.6790 -0.0772 -0.0735 0.0590
C 4.5908 -2.5584 -0.9910 0.0520 0.0093 -0.0434
C 3.2856 -2.2912 -0.5711 0.0619 -0.0192 0.0132
N 2.6860 -1.1321 -0.7818 -0.0217 -0.0863 0.0496
C 3.3701 -0.1629 -1.3835 -0.0848 0.2382 -0.0404
C 2.6978 1.1601 -1.4832 0.1767 -0.1684 0.0839
N 1.5277 1.2959 -0.8537 -0.0768 0.1565 -0.0562
C 0.9360 2.4798 -0.8984 -0.0484 0.0667 -0.0417
C 1.4571 3.5826 -1.5765 0.0348 -0.0347 -0.0028
C 2.6656 3.4485 -2.2175 -0.0750 0.0402 0.0163
C 3.3120 2.2162 -2.1618 0.1688 -0.0216 -0.1102
C 4.6264 2.0105 -2.7700 0.0449 -0.0310 -0.0183
N 5.2666 2.9236 -3.4452 -0.0474 0.0177 0.0336
H 6.2806 -1.7474 -2.0555 0.0011 0.0062 -0.0083
H 5.0310 -3.5262 -0.7927 -0.0062 0.0013 0.0107
H 2.7025 -3.0422 -0.0550 0.0261 -0.0130 0.0122
H -0.0115 2.5614 -0.3846 -0.0316 -0.0002 0.0258
H 0.9044 4.5114 -1.5855 -0.0050 0.0104 0.0016
H 3.1274 4.2669 -2.7547 0.0008 -0.0062 0.0075
Br -6.1378 -2.9752 3.5492 -0.0057 -0.0084 -0.0384
C -4.8506 -2.7299 2.1700 -0.0328 0.0906 0.1909
C -4.8405 -3.5337 1.0589 -0.0481 -0.1367 -0.0930
Br -6.1173 -4.9301 0.8606 0.0031 0.0168 0.0180
C -3.8759 -3.3167 0.0544 -0.1489 -0.1333 -0.1672
Br -3.8205 -4.4056 -1.5078 0.0125 0.0332 0.0177
C -2.9247 -2.2999 0.1059 -0.0587 0.0326 0.1487
O -2.0743 -2.0639 -0.8218 -0.2341 -0.0370 0.0631
C -2.8910 -1.4805 1.3297 -0.0443 0.0775 0.0844
O -1.9726 -0.5944 1.4633 -0.1895 -0.1461 0.1677
C -3.8759 -1.7163 2.2868 -0.1240 -0.0277 0.0764
Br -3.8121 -0.6118 3.8517 0.0275 -0.0796 -0.0734
B -2.7493 0.6729 -3.0826 -0.0006 -0.0278 -0.0610
N -1.3689 0.0363 -3.4790 -0.0292 0.2401 0.1651
C -1.0535 -0.3523 -4.7179 0.0160 -0.0211 -0.1163
C 0.1974 -0.9456 -4.6960 -0.0637 0.0337 -0.0396
C 0.5721 -0.8559 -3.3549 0.1215 -0.0791 0.0503
N -0.3772 -0.2650 -2.6283 0.1026 -0.1816 -0.1697
N -2.6102 1.6733 -1.9010 0.2933 -0.0121 -0.0189
C -3.1611 2.8948 -1.8512 -0.0581 0.0591 -0.0709
C -3.0210 3.3926 -0.5680 -0.0253 0.0063 -0.0151
C -2.3555 2.3642 0.1104 -0.0732 -0.1118 0.0904
N -2.1032 1.3426 -0.6984 -0.0058 -0.0992 -0.2092
H -3.1108 1.3236 -4.0479 -0.0346 -0.0157 0.0053
H -3.5314 -0.1977 -2.7997 0.0066 -0.0264 0.0453
H -1.7472 -0.1813 -5.5233 0.0042 0.0036 -0.0424
H 0.7445 -1.3771 -5.5163 0.0066 -0.0033 -0.0235
H 1.4722 -1.2136 -2.8758 -0.0953 0.0209 -0.0649
H -3.6388 3.3013 -2.7270 -0.0001 0.0375 -0.0003
H -3.3697 4.3337 -0.1782 -0.0083 0.0311 0.0094
H -2.0590 2.2834 1.1419 0.0380 0.0102 0.0111
S -0.4335 1.7913 3.2513 0.6184 0.1487 0.0815
C -1.4760 3.0485 3.4376 -0.5146 0.0704 -0.0965
N -2.7910 2.7615 3.7618 0.1111 -0.0766 0.0157
C -3.7712 3.6664 3.9565 0.0102 0.0096 -0.0664
C -3.5247 4.9941 3.8176 0.0382 -0.0233 -0.0048
C -2.2131 5.3741 3.4173 -0.1563 0.0934 0.0036
C -1.2403 4.4522 3.2185 0.1854 -0.1991 0.1074
H -2.9982 1.7622 3.7921 -0.0888 -0.0170 -0.0103
H -4.7401 3.2557 4.2041 -0.0069 0.0011 -0.0014
H -4.3117 5.7160 3.9708 0.0117 0.0201 -0.0069
H -1.9930 6.4224 3.2520 -0.0036 0.0062 -0.0056
H -0.2473 4.7294 2.8955 0.0087 0.0178 0.0188

=====

55
Properties=species:S:1:pos:R:3:forces:R:3 method="wB97M-V/def2-TZVPD" lumo_ev=0.3 smiles="COCCNCCOC.NC(N)=O.NC(N)=O.O.O.O.O.O" e_homo_ev=-8.05 total_charge=0
C -1.9018 -1.7613 3.9354 -0.0414 -0.0852 0.1767
O -2.6356 -0.5834 4.1416 -0.0408 0.5808 0.3725
C -3.3293 -0.1399 2.9859 -0.1199 -0.5377 -0.3894
C -2.4235 0.1795 1.8245 0.7793 -0.2127 -0.4592
N -1.6179 1.3627 2.0565 0.2596 0.4751 0.1470
C -0.6095 1.5853 1.0168 -1.6965 0.2031 0.2746
C -0.0481 2.9698 1.1361 0.9646 -0.0523 0.1310
O 0.8698 3.0147 2.2265 -0.1463 0.0289 0.0007
C 1.6241 4.1957 2.2194 0.2459 -0.0016 -0.1434
H -0.9662 -1.5471 3.4138 0.0091 -0.2515 -0.1822
H -2.5059 -2.4962 3.3925 0.2025 -0.0392 -0.2136
H -1.6590 -2.1853 4.9102 -0.0234 0.1320 0.0784
H -3.9102 0.7391 3.2580 0.0090 -0.0107 0.1982
H -4.0047 -0.9525 2.6839 -0.1312 0.1689 -0.1120
H -2.9565 0.3077 0.8777 -0.4134 0.1386 0.2905
H -1.8010 -0.6988 1.5810 -0.0005 -0.0045 0.2708
H -1.1800 1.3848 2.9702 -0.1092 -0.2839 0.0410
H -1.2066 1.6038 0.0961 0.4120 -0.3535 -0.2286
H 0.1308 0.7800 1.0003 0.2828 0.1713 -0.2930
H -0.8482 3.6970 1.3002 -0.0949 -0.0417 -0.0501
H 0.4941 3.2386 0.2173 -0.0990 0.0032 -0.0114
H 2.3297 4.2041 1.3735 -0.0642 0.0280 -0.0355
H 2.2158 4.2353 3.1319 -0.1139 0.0227 0.0769
H 0.9980 5.0910 2.1346 -0.0372 -0.0131 0.1239
N 2.8030 3.6022 -3.2207 -0.3134 -0.3430 -0.3144
C 2.1336 2.4234 -3.0151 -0.1305 -0.2756 0.4452
N 2.0173 2.0108 -1.7246 0.1083 0.1919 -0.4926
O 1.6356 1.7957 -3.9577 0.1680 0.3728 0.1246
H 2.9601 3.8368 -4.1842 0.0768 0.0408 0.0143
H 3.3890 4.0242 -2.5277 0.0274 -0.0347 0.1185
H 1.5196 1.1497 -1.5228 -0.0228 0.0203 0.0031
H 2.4648 2.5036 -0.9759 -0.0084 0.0296 0.0564
N 0.4985 -4.4235 2.2579 0.0871 0.1276 -0.1575
C 0.1195 -3.5772 1.2439 0.5262 0.1669 -0.7218
N 1.1534 -3.0170 0.5253 -0.5096 -0.9155 1.0942
O -1.0483 -3.3639 0.9628 -0.1688 -0.0464 0.4790
H 1.4605 -4.6034 2.4701 0.0616 0.1043 0.0263
H -0.1848 -4.7835 2.8954 -0.2289 0.0507 -0.1478
H 0.9563 -2.3691 -0.2191 0.1085 0.1819 -0.0894
H 2.0771 -3.3393 0.7395 0.2352 0.3568 -0.3036
O -2.7874 -1.8556 -0.5874 0.0678 -0.0912 0.1515
H -2.3108 -1.7834 -1.4222 -0.0475 0.1056 0.1064
H -2.1670 -2.3183 0.0101 -0.2415 0.0648 -0.3061
O 0.9352 -0.6873 -1.4350 0.0159 0.0111 -0.2102
H 0.1103 -0.9309 -1.8910 0.1192 -0.0318 0.1749
H 1.6366 -0.8209 -2.0980 -0.0085 -0.2587 0.0988
O -1.2373 -1.8740 -2.9884 0.2118 -0.0268 -0.5834
H -1.6574 -2.6751 -3.3176 -0.0007 -0.0532 0.1597
H -0.7702 -1.4938 -3.7592 -0.1004 0.1419 0.2140
O 0.4993 -0.5029 -4.7269 -0.0680 0.2971 -0.1973
H 0.3190 -0.4733 -5.6726 0.0637 -0.0586 0.0225
H 0.8113 0.4094 -4.4964 -0.0995 -0.0892 0.2063
O 2.8562 -1.5037 -3.6239 -0.2335 0.1431 0.2719
H 2.0583 -1.1335 -4.0501 0.2472 -0.2597 -0.2704
H 2.6905 -2.4506 -3.5723 0.0244 0.0119 -0.0366

=====

16
Properties=species:S:1:pos:R:3:forces:R:3 method="wB97M-V/def2-TZVPD" lumo_ev=0.7 smiles="CN[C@@H](C)C(=O)O" e_homo_ev=-9.34 total_charge=0
C -1.2224 -0.5515 1.1680 -1.7252 -2.0290 -1.8780
N -0.8294 -0.0927 -0.1929 -0.8069 -0.9921 0.1030
C 0.3807 0.6851 -0.1711 0.5397 2.0195 -0.9884
C 1.6701 0.0524 -0.6477 2.6319 0.5955 1.7472
C 0.2096 2.0798 -1.0939 -1.3164 -1.0175 1.5911
O 1.0421 2.9126 -1.2532 0.7160 -0.2091 -0.1785
O -1.0606 2.2578 -1.5258 0.5145 -0.4333 0.3910
H -2.0232 -1.4086 1.0389 1.6552 1.5877 0.3178
H -0.3641 -0.9448 1.6944 0.0828 -0.0675 0.4783
H -1.7388 0.2369 1.6763 0.0433 0.4951 0.5304
H -0.8577 -0.8980 -0.8501 0.4859 1.0510 0.6334
H 0.5235 1.0317 0.8878 -0.0827 -0.0073 -1.0270
H 2.4988 0.8793 -0.6360 -1.5834 -1.4180 -0.2768
H 2.0832 -0.7097 0.0809 -0.7160 0.6143 -0.6919
H 1.6580 -0.4112 -1.6188 -0.3080 -0.0020 -0.4861
H -1.5515 1.5296 -1.0926 -0.1305 -0.1873 -0.2654